No. 1
{"formula": "C3H3NO3", "method": "wB97M-V/def2-TZVPD", "symbols": ["O", "C", "N", "C", "O", "C", "O", "H", "H", "H"], "xyz": [[2.03910, -0.78075, -0.18668], [0.89324, -1.12908, 0.04245], [-0.21034, -0.28238, 0.03989], [0.08326, 1.11166, 0.14702], [1.12740, 1.64373, 0.00569], [-1.50415, -0.64395, 0.09213], [-2.33328, 0.17595, -0.24232], [0.55636, -2.26216, 0.48433], [-0.82125, 1.63429, 0.46264], [-1.76255, -1.73876, 0.47068]], "forces_ev_per_angstrom": [[-2.7, -1.3, 0.3], [1.5, -2.6, 1.4], [3.2, 0.6, -0.2], [-1.1, 0.9, 0.3], [0.6, 0.0, -0.2], [-2.8, -1.2, 0.1], [-0.2, -1.2, 0.5], [1.0, 2.6, -1.4], [-0.2, 0.2, 0.0], [0.6, 2.0, -0.8]], "fmax_ev_per_a": 3.33, "e_homo_ev": -10.40, "de_lowest_kcal_mol": 40.02, "orbital_gap_ev": 10.7, "smiles": "O=CN(C=O)C=O", "lumo_energy_ev": 0.3}



No. 2
{"formula": "C3H10NO", "method": "wB97M-V/def2-TZVPD", "symbols": ["C", "N", "C", "C", "O", "H", "H", "H", "H", "H", "H", "H", "H", "H", "H"], "xyz": [[1.75391, -0.97739, -0.48153], [0.72462, 0.05359, -0.06734], [-0.60225, -0.39938, 0.54536], [-1.53735, 0.76903, 0.55543], [-1.36270, 1.64705, -0.63237], [1.31186, -1.45690, -1.36522], [2.68071, -0.48732, -0.87516], [1.97295, -1.66948, 0.31453], [0.48862, 0.68316, -0.84475], [1.19495, 0.57195, 0.67670], [-0.22336, -0.61182, 1.57229], [-0.92241, -1.33532, 0.11715], [-2.49981, 0.30567, 0.78221], [-1.23560, 1.64914, 1.13616], [-1.74415, 1.25802, -1.43347]], "forces_ev_per_angstrom": [[-0.4, 0.5, -1.9], [0.7, -0.4, 0.3], [2.9, 0.1, 1.4], [0.5, 2.0, -1.2], [-0.7, -1.9, -0.5], [0.2, -0.4, 0.5], [-0.8, -0.1, 0.8], [-0.1, -0.1, 0.2], [0.2, 0.2, 0.2], [-0.3, 0.6, -0.4], [-1.1, -0.2, -0.4], [-0.3, 0.0, -0.5], [-0.4, 1.0, -0.3], [-0.3, -1.3, 1.7], [-0.2, 0.1, 0.1]], "fmax_ev_per_a": 3.20, "e_homo_ev": -15.71, "de_lowest_kcal_mol": 28.67, "orbital_gap_ev": 12.2, "smiles": "C[NH2+]CCO", "total_charge": 1, "lumo_energy_ev": -3.5}



No. 3
{"formula": "C9H15NS2", "method": "wB97M-V/def2-TZVPD", "symbols": ["C", "C", "C", "C", "C", "C", "C", "C", "C", "N", "S", "S", "H", "H", "H", "H", "H", "H", "H", "H", "H", "H", "H", "H", "H", "H", "H"], "xyz": [[-1.86255, 1.73023, -0.16956], [-1.10355, 2.15238, 0.99009], [0.95651, 0.43832, 0.64645], [-0.61735, -2.66523, -0.71735], [-1.05057, -1.40945, -0.44781], [0.79716, 0.18738, -0.82425], [-0.64051, -0.16564, -1.21912], [-0.73339, -0.42663, -2.76453], [2.21697, -0.42927, 3.21447], [-1.61517, 0.88257, -1.06729], [2.50409, -0.25031, 1.37603], [0.58818, 2.19248, 1.23569], [-2.81906, 2.12966, -0.02787], [-1.48869, 2.80738, 1.62935], [0.11068, 0.01885, 1.09023], [-1.10965, -3.54871, -0.36385], [0.10271, -2.79512, -1.49482], [-2.05435, -1.45772, 0.04860], [1.14651, 0.85770, -1.51893], [1.51917, -0.58949, -0.93567], [0.06301, 0.06228, -3.31402], [-1.67730, 0.01155, -3.19268], [-0.79008, -1.52741, -2.87354], [2.23656, -1.40233, 3.55318], [1.24195, 0.08412, 3.44008], [3.01317, 0.28593, 3.59562], [1.06556, 2.82649, 0.11150]], "forces_ev_per_angstrom": [[3.0, -0.4, 2.6], [1.9, -1.8, -1.9], [1.4, 1.5, 1.0], [-0.3, 2.1, -0.1], [-2.1, -2.4, -0.4], [-0.1, -1.2, 1.0], [0.0, 0.6, -0.7], [-0.9, -0.8, 0.1], [-0.2, 4.8, -1.4], [-1.5, -0.6, -0.6], [-0.4, -0.2, -0.2], [-0.9, -1.0, -1.6], [-1.8, 0.8, -0.8], [-2.0, 2.6, 2.5], [-1.1, -1.0, 1.2], [-0.1, -0.2, 0.4], [0.9, -0.3, -0.1], [1.1, 0.9, 0.2], [0.9, 2.5, -1.1], [0.0, -1.4, -0.7], [0.4, -0.3, -0.1], [0.8, -0.5, 0.8], [0.5, 0.8, -0.7], [0.2, -2.0, 0.6], [0.8, -0.7, -0.1], [-0.9, -1.4, 0.1], [0.4, -0.3, 0.2]], "fmax_ev_per_a": 5.04, "e_homo_ev": -7.45, "de_lowest_kcal_mol": 90.38, "orbital_gap_ev": 7.9, "lumo_energy_ev": 0.5}



What did the first record say?
{"formula": "C3H3NO3", "method": "wB97M-V/def2-TZVPD", "symbols": ["O", "C", "N", "C", "O", "C", "O", "H", "H", "H"], "xyz": [[2.03910, -0.78075, -0.18668], [0.89324, -1.12908, 0.04245], [-0.21034, -0.28238, 0.03989], [0.08326, 1.11166, 0.14702], [1.12740, 1.64373, 0.00569], [-1.50415, -0.64395, 0.09213], [-2.33328, 0.17595, -0.24232], [0.55636, -2.26216, 0.48433], [-0.82125, 1.63429, 0.46264], [-1.76255, -1.73876, 0.47068]], "forces_ev_per_angstrom": [[-2.7, -1.3, 0.3], [1.5, -2.6, 1.4], [3.2, 0.6, -0.2], [-1.1, 0.9, 0.3], [0.6, 0.0, -0.2], [-2.8, -1.2, 0.1], [-0.2, -1.2, 0.5], [1.0, 2.6, -1.4], [-0.2, 0.2, 0.0], [0.6, 2.0, -0.8]], "fmax_ev_per_a": 3.33, "e_homo_ev": -10.40, "de_lowest_kcal_mol": 40.02, "orbital_gap_ev": 10.7, "smiles": "O=CN(C=O)C=O", "lumo_energy_ev": 0.3}